Entry from the OMol25 dataset: C2H3NOS in the gas phase in a non-equilibrium geometry (ωB97M-V/def2-TZVPD).

Summary:
E_tot (Ha): -605.997964
Molecular weight (g/mol): 89.1
LUMO level (spin up / spin down) (eV): -1.3 / -0.9
Total charge: 0
E_HOMO (spin up / spin down) (eV): -8.699 / -8.597
Energy above the lowest of the compared OMol25 structures with the same formula, charge and spin (kJ/mol): 497.3

Last column: Mulliken charge in e.
Atoms and positions in Å:
C  2.246  -0.265  0.544  -0.040
C  -0.421  0.015  0.184  -0.476
N  1.000  -0.166  -0.048  -0.143
O  4.836  -0.317  0.150  -0.468
S  3.573  0.332  -0.233  0.278
H  -1.019  -0.476  -0.472  0.239
H  -0.739  0.426  1.026  0.351
H  0.937  -0.612  -0.975  0.259